No. 1
Here is 2 unconnected molecules or ions with the total composition C3H3FN2O5 from the OMol25 dataset. Energies are from ωB97M-V/def2-TZVPD.

The expectation value of S² is 2.026. As for the orbital gap (alpha / beta): 7.28 / 5.29 eV. Its HOMO energy (alpha / beta) is -0.3496 / -0.4052 Eh. Its spin multiplicity is 3.

Positions of all 14 atoms, in Å:
C (0.3404, -0.4065, 1.3759)
C (0.4166, -0.2339, -0.1724)
C (0.1043, 0.8509, 2.1071)
N (-1.2995, 1.3676, 2.1926)
N (0.9069, 1.0018, 3.3158)
O (0.3061, -1.3818, 2.0648)
O (-1.5874, 2.0343, 3.1791)
O (-2.0436, 1.0336, 1.2824)
O (0.4426, 0.2122, 4.1199)
O (1.9075, 1.6467, 3.4206)
F (0.3515, 2.4819, 0.8250)
H (-0.5127, -0.3356, -0.7763)
H (1.2145, -0.9506, -0.4784)
H (0.8636, 0.7409, -0.3973)

Atomic forces in eV per Å
C -1.8 2.7 -2.0
C 1.4 -1.0 -0.5
C -0.6 3.1 -1.3
N 0.2 0.1 0.3
N -0.5 -1.5 0.5
O 1.0 -1.7 0.3
O 0.6 -0.8 -1.3
O 0.6 0.1 0.7
O 0.4 -0.1 1.4
O -0.4 0.4 -0.4
F 0.2 -1.1 0.7
H 0.4 -0.3 1.0
H -0.9 0.0 0.0
H -0.5 0.1 0.7


No. 2
Here is a molecular structure, C42H47N5OP2PdS2 from the OMol25 dataset. Energies are from ωB97M-V/def2-TZVPD.

As for the orbital gap: 6.30 eV. Its HOMO energy is -0.2462 Eh.

Positions of all 100 atoms, in Å:
Pd (0.5203, -0.7660, 0.1437)
S (-1.3879, 0.0450, -1.6180)
P (-1.2872, 1.4165, -0.1759)
C (0.2328, 1.1393, 0.6428)
P (0.9574, 2.1173, 1.9007)
S (2.4817, 1.2447, 2.7702)
C (1.5192, 3.6822, 1.1372)
C (1.6760, 3.7240, -0.2453)
C (2.1039, 4.8891, -0.8631)
C (2.3720, 6.0165, -0.1015)
C (2.2762, 5.9609, 1.2821)
C (1.8722, 4.7894, 1.9053)
C (-0.2691, 2.5843, 3.1781)
C (-0.7346, 3.8716, 3.4221)
C (-1.6818, 4.0929, 4.4122)
C (-2.1698, 3.0353, 5.1590)
C (-1.7047, 1.7480, 4.9226)
C (-0.7601, 1.5242, 3.9379)
C (-2.7070, 1.1134, 0.9479)
C (-2.8080, -0.1765, 1.4681)
C (-3.8706, -0.5260, 2.2801)
C (-4.8377, 0.4185, 2.5979)
C (-4.7268, 1.7085, 2.1093)
C (-3.6706, 2.0590, 1.2767)
C (-1.6342, 3.0700, -0.8759)
C (-1.6097, 4.2176, -0.0858)
C (-1.8577, 5.4579, -0.6485)
C (-2.1630, 5.5630, -1.9985)
C (-2.1850, 4.4261, -2.7919)
C (-1.9064, 3.1853, -2.2356)
H (1.4498, 2.8388, -0.8252)
H (2.2198, 4.9211, -1.9393)
H (2.6762, 6.9383, -0.5821)
H (2.5276, 6.8289, 1.8791)
H (1.8315, 4.7255, 2.9858)
H (-0.3584, 4.7114, 2.8537)
H (-2.0370, 5.0987, 4.6010)
H (-2.9124, 3.2102, 5.9276)
H (-2.0876, 0.9190, 5.5039)
H (-0.3866, 0.5266, 3.7387)
H (-2.0421, -0.9033, 1.2156)
H (-3.9494, -1.5332, 2.6716)
H (-5.6759, 0.1480, 3.2281)
H (-5.4703, 2.4520, 2.3697)
H (-3.6142, 3.0608, 0.8742)
H (-1.4114, 4.1392, 0.9733)
H (-1.8074, 6.3481, -0.0338)
H (-2.3950, 6.5292, -2.4284)
H (-2.4204, 4.5021, -3.8459)
H (-1.9080, 2.2972, -2.8527)
C (-3.9296, -3.0222, -2.5291)
C (-3.1593, -4.3088, -2.2584)
N (-2.2895, -4.7086, -3.3615)
C (-2.9424, -5.0998, -4.6093)
C (-2.8351, -4.0272, -5.6886)
C (-0.9412, -4.8644, -3.3099)
O (-0.3024, -5.3336, -4.2397)
C (-0.2282, -4.4918, -2.0346)
C (0.3565, -5.4984, -1.2802)
C (1.0034, -5.1573, -0.1059)
C (1.0457, -3.8276, 0.2727)
N (0.5262, -2.8467, -0.4705)
C (-0.0861, -3.1757, -1.6122)
H (-4.5460, -2.7800, -1.6626)
H (-4.5859, -3.1348, -3.3926)
H (-3.2507, -2.1903, -2.7003)
H (-3.8674, -5.1246, -2.0777)
H (-2.5653, -4.1922, -1.3578)
H (-3.9857, -5.3205, -4.3805)
H (-2.4609, -6.0119, -4.9634)
H (-3.3700, -3.1231, -5.3998)
H (-3.2501, -4.3978, -6.6264)
H (-1.7872, -3.7784, -5.8499)
H (0.2964, -6.5245, -1.6198)
H (1.4735, -5.9045, 0.5181)
H (1.5362, -3.5221, 1.1857)
H (-0.4721, -2.3633, -2.2131)
C (4.6878, -2.7715, 2.5804)
C (3.5312, -1.8403, 2.8951)
N (2.8076, -1.6173, 1.6536)
C (3.4827, -1.2737, 0.5078)
N (2.8040, -0.6920, -0.4302)
C (3.4704, -0.2920, -1.6512)
C (4.6210, -1.2298, -1.9933)
C (5.5442, -1.3089, -0.7893)
N (4.7873, -1.6675, 0.3977)
C (5.5686, -2.0754, 1.5572)
H (4.3001, -3.7009, 2.1565)
H (5.2602, -2.9992, 3.4793)
H (3.9071, -0.8979, 3.3059)
H (2.8454, -2.2744, 3.6225)
H (1.9773, -1.0236, 1.7246)
H (3.8546, 0.7280, -1.5297)
H (2.7350, -0.2673, -2.4557)
H (5.1661, -0.8614, -2.8622)
H (4.2242, -2.2235, -2.2137)
H (6.0589, -0.3498, -0.6493)
H (6.3045, -2.0787, -0.9381)
H (6.0491, -1.2024, 2.0189)
H (6.3613, -2.7417, 1.2112)

Atomic forces in eV per Å
Pd 0.2 0.9 -1.6
S 0.5 -0.7 0.1
P 0.6 0.3 1.1
C -1.2 0.3 0.2
P 0.2 -0.3 -1.0
S 0.3 0.1 0.4
C 0.0 -0.2 0.1
C 0.0 0.1 0.1
C 0.0 0.0 0.0
C 0.1 0.1 0.0
C 0.0 0.0 0.1
C 0.0 0.0 -0.1
C -0.1 -0.1 -0.3
C 0.0 0.0 -0.1
C -0.1 0.1 0.1
C 0.0 0.0 0.1
C 0.0 -0.1 0.0
C -0.1 0.0 0.0
C 0.1 0.0 -0.1
C -0.1 0.1 0.1
C 0.1 -0.1 0.0
C -0.1 0.1 0.1
C -0.1 0.1 0.1
C 0.1 -0.1 -0.1
C 0.1 -0.1 -0.1
C 0.0 -0.1 -0.1
C 0.0 0.1 0.1
C 0.0 0.0 0.0
C 0.0 0.0 0.0
C 0.0 0.0 0.1
H -0.1 0.0 0.0
H 0.0 0.0 0.0
H 0.0 0.0 0.0
H 0.0 0.0 0.0
H 0.0 0.1 0.0
H -0.1 0.0 0.0
H 0.0 0.0 0.0
H 0.0 0.0 0.0
H 0.0 0.0 0.0
H 0.0 0.0 0.0
H 0.0 0.0 0.0
H 0.0 0.0 0.0
H 0.0 0.0 0.0
H 0.0 0.0 0.0
H 0.0 0.0 0.0
H 0.1 0.0 0.1
H -0.1 0.0 0.0
H 0.1 0.0 0.0
H 0.0 0.0 0.0
H 0.0 0.0 0.0
C 0.0 -0.2 0.0
C 0.0 0.1 0.0
N 0.1 0.1 0.0
C 0.1 0.0 -0.2
C 0.0 -0.1 0.1
C -0.1 0.0 0.1
O 0.1 0.0 0.0
C 0.0 0.1 0.0
C 0.0 0.0 0.0
C 0.0 0.0 -0.1
C 0.1 -0.1 0.0
N -0.1 0.0 0.0
C -0.1 -0.3 -0.1
H 0.0 0.0 0.0
H 0.0 0.1 0.0
H 0.0 0.1 0.0
H 0.1 0.0 0.0
H 0.1 0.0 0.1
H 0.0 0.0 0.0
H -0.1 0.0 0.0
H 0.0 0.0 0.0
H 0.0 0.0 0.0
H 0.0 0.0 0.0
H 0.0 0.0 0.0
H 0.0 0.0 0.0
H 0.0 0.0 0.0
H -0.1 0.1 0.1
C 0.0 0.2 -0.1
C 0.1 -0.1 -0.1
N 0.1 -0.2 0.0
C 0.0 -0.1 -0.2
N -0.7 -0.2 0.8
C -0.1 0.1 -0.1
C -0.1 0.1 0.2
C 0.0 0.0 -0.2
N 0.1 0.0 0.0
C -0.1 0.0 0.1
H 0.1 -0.1 0.1
H 0.0 0.0 0.0
H 0.0 0.0 0.1
H 0.0 0.0 0.0
H 0.4 0.1 0.5
H 0.0 0.0 -0.1
H 0.0 0.0 0.0
H 0.0 -0.1 0.0
H 0.0 0.0 -0.1
H 0.0 0.0 0.0
H 0.0 0.0 0.0
H 0.0 0.0 0.0
H 0.0 0.0 -0.1


Question: Number 1 is which compound?
Answer: C3H3FN2O5